No. 1
{"formula": "C15H9N5O5S2", "method": "ωB97M-V/def2-TZVPD", "charge": 0, "smiles": "O=[N+]([O-])c1ccc(C2c3c(O)nc(S)nc3Oc3nc(S)nc(O)c32)cc1", "fmax_ev_per_a": 6.030, "total_energy_ha": -2023.27374, "gap_ha": 0.31271, "elements": ["O", "O", "N", "N", "N", "N", "O", "O", "O", "S", "S", "C", "C", "C", "C", "C", "C", "C", "C", "C", "C", "C", "C", "C", "C", "N", "C", "H", "H", "H", "H", "H", "H", "H", "H", "H"], "xyz": [[-0.07206, 4.88428, 3.50853], [1.33848, 3.48890, 4.39711], [-0.53108, -3.55305, 1.54916], [-0.34683, 1.08138, -3.86009], [1.30512, -3.30040, 0.11072], [1.36323, -0.44514, -3.28524], [-2.42829, -2.36845, 1.33619], [-2.01301, 1.66032, -2.47773], [1.37876, -1.57909, -1.39591], [1.56780, -5.13831, 1.88904], [1.47546, 0.21865, -5.78278], [0.71472, -3.86967, 1.15101], [0.77128, 0.36614, -4.20255], [-1.13239, -2.54548, 0.93322], [-0.92116, 0.83984, -2.69570], [0.73913, -2.19811, -0.37324], [0.70700, -0.64498, -2.12894], [1.03552, 1.57904, 2.34885], [-0.92455, 2.89889, 1.82029], [0.65603, 0.57188, 1.41258], [-1.24370, 2.00300, 0.76521], [0.22275, 2.80484, 2.55907], [-0.43284, -1.77327, 0.05531], [-0.42686, -0.00776, -1.76173], [-0.57175, 0.77627, 0.62614], [0.51191, 3.82296, 3.50483], [-0.95824, -0.34515, -0.35305], [-2.39650, -3.00424, 2.09272], [-2.16368, 2.09737, -3.29519], [2.60807, -4.97328, 0.88983], [2.75462, -0.13402, -5.42916], [1.90942, 1.52910, 2.94397], [-1.61354, 3.68085, 1.92438], [1.32362, -0.31429, 1.43426], [-2.14531, 2.28692, 0.22387], [-2.06110, -0.39596, -0.43500]]}

No. 2
{"formula": "C32H73OP2", "method": "ωB97M-V/def2-TZVPD", "charge": 1, "fmax_ev_per_a": 3.644, "e_above_lowest_kcal_mol": 144.39, "total_energy_ha": -2020.54087, "gap_ha": 0.19818, "elements": ["O", "H", "C", "C", "C", "C", "P", "C", "C", "C", "C", "C", "C", "C", "C", "C", "C", "C", "C", "H", "H", "H", "H", "H", "H", "H", "H", "H", "H", "H", "H", "H", "H", "H", "H", "H", "H", "H", "H", "H", "H", "H", "H", "H", "H", "H", "H", "H", "H", "H", "H", "H", "H", "H", "H", "C", "C", "C", "C", "P", "C", "C", "C", "C", "C", "C", "C", "C", "C", "C", "C", "C", "H", "H", "H", "H", "H", "H", "H", "H", "H", "H", "H", "H", "H", "H", "H", "H", "H", "H", "H", "H", "H", "H", "H", "H", "H", "H", "H", "H", "H", "H", "H", "H", "H", "H", "H", "H"], "xyz": [[-0.09431, 0.81827, -1.94972], [-0.76526, 1.07326, -2.61255], [-4.54238, -4.25685, -1.40333], [-3.31668, -4.11088, -2.35030], [-1.99371, -4.85207, -2.03893], [-0.88296, -4.63370, -3.14259], [0.85796, -5.00711, -2.78324], [1.17257, -4.88152, -0.93647], [2.64478, -4.99799, -0.56165], [2.93232, -5.91054, 0.60362], [4.31008, -5.86296, 1.10275], [2.20241, -4.16470, -3.89913], [1.71672, -3.81806, -5.29764], [2.85803, -3.10804, -6.10982], [3.08658, -1.77759, -5.56531], [1.13740, -6.82506, -3.16391], [0.49709, -7.89990, -2.31166], [0.52353, -9.30980, -3.00535], [1.82387, -9.92763, -3.49313], [-4.40068, -4.14191, -0.32870], [-4.99139, -5.24885, -1.45252], [-5.33039, -3.57960, -1.73268], [-3.00901, -3.07498, -2.49297], [-3.63205, -4.54611, -3.29857], [-2.17250, -5.90739, -1.83292], [-1.59016, -4.44482, -1.11189], [-0.81399, -3.57342, -3.38576], [-1.07662, -5.15560, -4.07972], [0.39180, -5.49644, -0.48883], [0.88595, -3.85451, -0.71022], [2.96211, -3.96447, -0.42291], [3.32658, -5.23399, -1.37869], [2.62421, -6.93938, 0.41745], [2.33394, -5.62555, 1.46896], [4.93595, -6.36611, 0.36571], [4.46267, -6.47888, 1.98901], [4.79702, -4.93186, 1.39265], [3.15580, -4.67166, -4.04794], [2.33135, -3.23221, -3.34964], [0.77164, -3.27534, -5.31723], [1.56813, -4.82484, -5.68805], [2.61386, -2.86095, -7.14298], [3.76333, -3.70188, -6.23589], [3.93585, -1.22959, -5.97339], [3.35369, -1.74538, -4.50904], [2.19342, -1.15298, -5.55012], [2.22514, -6.88943, -3.19176], [0.81683, -6.92640, -4.20076], [-0.53890, -7.69363, -2.04280], [1.03030, -7.96970, -1.36355], [-0.07769, -9.00569, -3.86217], [-0.00925, -10.02830, -2.38246], [2.24172, -10.34501, -2.57700], [2.67350, -9.29482, -3.74961], [1.68495, -10.78718, -4.14886], [-0.48003, 6.72597, 6.47716], [-1.28402, 7.60609, 5.48092], [-1.54436, 6.84754, 4.13172], [-0.31992, 6.67530, 3.16197], [-0.41707, 5.13553, 1.99557], [0.05320, 3.73658, 3.11433], [1.56802, 3.58432, 3.11121], [1.97051, 2.44920, 4.08339], [2.05591, 2.74665, 5.68410], [-2.20923, 5.09334, 1.46480], [-3.29250, 4.79178, 2.46196], [-4.61455, 4.24097, 1.93435], [-5.66984, 3.66660, 3.02274], [0.72714, 5.53596, 0.69957], [0.46730, 6.86892, -0.05007], [-0.59181, 6.77187, -1.25005], [-0.97689, 8.23500, -1.71160], [0.13676, 6.01315, 5.92984], [-1.21716, 5.95567, 6.70380], [-0.04988, 7.08476, 7.41222], [-0.63458, 8.41715, 5.15153], [-2.21245, 7.91956, 5.95826], [-2.33410, 7.35057, 3.57373], [-2.01609, 5.91744, 4.44871], [0.62687, 6.63428, 3.70050], [-0.20569, 7.64114, 2.66981], [-0.46587, 2.92094, 2.61094], [-0.39067, 4.12221, 4.03214], [2.10461, 4.50549, 3.33841], [1.84265, 3.45440, 2.06441], [2.98057, 2.09878, 3.87109], [1.38105, 1.53944, 3.96941], [1.74846, 2.03410, 6.44951], [1.37883, 3.58035, 5.87018], [2.95315, 3.24271, 6.05422], [-2.33638, 4.33385, 0.69338], [-2.48163, 6.06117, 1.04384], [-3.42155, 5.65965, 3.10869], [-2.94355, 3.98900, 3.11147], [-4.34297, 3.35072, 1.36707], [-5.05960, 4.98624, 1.27510], [-6.67734, 4.08103, 2.98669], [-5.32683, 4.06063, 3.97939], [-5.63882, 2.60296, 3.25901], [0.79770, 4.73538, -0.03677], [1.74186, 5.56019, 1.09689], [1.40046, 7.22194, -0.48902], [0.19663, 7.64684, 0.66384], [-1.48795, 6.19857, -1.01266], [-0.05671, 6.24634, -2.04100], [-0.03432, 8.68377, -2.02506], [-1.26023, 8.74038, -0.78834], [-1.74197, 8.34879, -2.47958]]}

No. 3
{"formula": "C34H51ClN3O2PRuSTe4", "method": "ωB97M-V/def2-TZVPD", "charge": -1, "s_squared": 8.85, "fmax_ev_per_a": 2.638, "e_above_lowest_kcal_mol": 0.00, "spin_multiplicity": 6, "total_energy_ha": -4007.65509, "gap_ha": [0.18661, 0.17695], "elements": ["Ru", "Cl", "C", "C", "C", "C", "O", "C", "C", "N", "C", "C", "C", "C", "C", "C", "C", "C", "N", "C", "C", "H", "H", "H", "H", "H", "H", "H", "H", "H", "H", "Te", "Te", "Te", "Te", "C", "C", "C", "S", "O", "C", "C", "C", "H", "H", "H", "H", "H", "H", "H", "H", "H", "H", "H", "H", "H", "H", "C", "C", "C", "C", "P", "N", "C", "C", "C", "C", "C", "C", "C", "C", "H", "H", "H", "H", "H", "H", "H", "H", "H", "H", "H", "H", "H", "H", "H", "H", "H", "H", "H", "H", "H", "H", "H", "H", "H", "H", "H"], "xyz": [[0.67234, 0.59613, -0.05311], [4.81401, 6.68688, 0.21636], [4.11220, 5.07733, 0.20059], [4.79372, 4.03240, 0.81639], [4.22926, 2.76949, 0.79190], [2.99829, 2.51628, 0.18088], [2.51843, 1.28724, 0.23940], [2.31072, 3.58946, -0.45315], [1.08550, 3.44993, -1.15062], [0.35196, 2.30445, -1.22439], [-0.75010, 2.25099, -2.03011], [-1.16157, 3.21521, -2.94660], [-2.37192, 3.06121, -3.65187], [-3.18401, 1.97472, -3.48785], [-2.78897, 0.95393, -2.57917], [-3.54960, -0.20811, -2.33391], [-3.11966, -1.12558, -1.41909], [-1.90854, -0.90106, -0.74458], [-1.16302, 0.15468, -0.98428], [-1.58344, 1.09522, -1.87494], [2.90901, 4.87089, -0.42201], [5.73151, 4.21597, 1.32186], [4.72629, 1.93460, 1.27006], [0.70713, 4.32965, -1.65431], [-0.55637, 4.08805, -3.13625], [-2.66420, 3.84044, -4.34643], [-4.11532, 1.87435, -4.02979], [-4.47721, -0.35455, -2.87532], [-3.68272, -2.02317, -1.20247], [-1.52910, -1.58999, -0.00513], [2.40220, 5.69866, -0.90216], [-0.08267, -0.06643, 2.51285], [-1.39570, -0.59290, 4.81539], [-1.02941, 3.58161, 4.29194], [0.22137, 2.63462, 2.24077], [-4.88603, -0.99645, 2.23853], [-5.41383, 0.34622, 2.73412], [-4.35804, 1.44343, 2.63678], [-3.96940, 1.83006, 0.91193], [-2.49888, 2.07851, 0.85708], [-4.75334, 3.45601, 0.79082], [-3.96689, 4.54564, 1.50383], [-4.50167, 5.93279, 1.16588], [-5.66385, -1.76206, 2.27147], [-4.04923, -1.32412, 2.85786], [-4.53322, -0.92429, 1.20645], [-5.70700, 0.25845, 3.78246], [-6.30693, 0.63476, 2.16844], [-3.40272, 1.10810, 3.05171], [-4.65916, 2.35420, 3.15300], [-5.77059, 3.34157, 1.17712], [-4.81070, 3.65826, -0.28219], [-2.92007, 4.46214, 1.20660], [-3.98637, 4.39023, 2.58422], [-4.41632, 6.13402, 0.09582], [-3.94233, 6.70173, 1.69958], [-5.55413, 6.03795, 1.44106], [3.79244, -1.44952, -1.99051], [2.70361, -2.53867, -1.98886], [1.62295, -2.03818, -2.96726], [3.27557, -3.85450, -2.52118], [1.96654, -2.55275, -0.24571], [1.11446, -1.25174, -0.08961], [3.38724, -2.68783, 0.99776], [4.51576, -3.64634, 0.60197], [2.84054, -3.11065, 2.37175], [3.97324, -1.27870, 1.21010], [0.86312, -4.05280, -0.04370], [-0.07297, -4.15484, -1.25987], [1.60524, -5.39034, 0.08426], [-0.04534, -3.85210, 1.18270], [4.04353, -1.21588, -3.02852], [4.70615, -1.76144, -1.48998], [3.43958, -0.53144, -1.51529], [2.11474, -1.77399, -3.90730], [1.12681, -1.14932, -2.57705], [0.86320, -2.78266, -3.18694], [3.71972, -3.66432, -3.50327], [2.50347, -4.61133, -2.65882], [4.05162, -4.27683, -1.88593], [4.17727, -4.67193, 0.45453], [5.24672, -3.65500, 1.41592], [5.03849, -3.32954, -0.29745], [2.47950, -4.13535, 2.40488], [2.04566, -2.44333, 2.70969], [3.66087, -3.03423, 3.08944], [4.71577, -1.01651, 0.45907], [4.45458, -1.24905, 2.19090], [3.21027, -0.50597, 1.19501], [0.43293, -4.55072, -2.13969], [-0.51299, -3.19168, -1.51845], [-0.88540, -4.84180, -1.00898], [2.27849, -5.58045, -0.75014], [0.85898, -6.19038, 0.09494], [2.17538, -5.47240, 1.00633], [-0.57467, -2.90176, 1.14035], [0.47738, -3.88059, 2.13176], [-0.79016, -4.65289, 1.18972]]}

No. 4
{"formula": "C2H5FN2", "method": "ωB97M-V/def2-TZVPD", "charge": 0, "smiles": "[H]/N=C(/N)CF", "fmax_ev_per_a": 7.698, "e_above_lowest_kcal_mol": 21.86, "total_energy_ha": -288.53392, "gap_ha": 0.37844, "elements": ["C", "C", "H", "H", "H", "H", "H", "N", "N", "F"], "xyz": [[-0.49143, -0.24733, 0.07189], [1.10761, 0.01712, 0.02271], [-2.06301, 0.91855, -0.73937], [-0.46844, 1.60285, -0.57214], [-0.26365, -2.00177, 0.74364], [1.29776, 0.58094, 0.92253], [1.32844, 0.75172, -0.81468], [-1.05224, 0.91279, -0.14183], [-1.05480, -1.33544, 0.45265], [1.65976, -1.19943, 0.05460]]}